Entry 1:
{
  "formula": "C24H71BaN15O19Zr",
  "method": "ωB97M-V/def2-TZVPD",
  "symbols": ["O", "N", "H", "O", "H", "H", "H", "H", "H", "H", "H", "H", "O", "C", "C", "H", "H", "H", "H", "H", "H", "C", "H", "O", "H", "H", "H", "H", "H", "H", "H", "C", "H", "C", "H", "H", "H", "C", "H", "H", "O", "C", "H", "H", "N", "C", "N", "N", "H", "N", "C", "C", "H", "O", "C", "C", "H", "H", "O", "C", "H", "O", "H", "N", "N", "H", "H", "H", "H", "H", "H", "H", "O", "N", "N", "C", "O", "O", "H", "H", "H", "H", "H", "H", "H", "C", "H", "H", "O", "H", "N", "C", "H", "O", "C", "H", "O", "H", "C", "O", "O", "H", "H", "H", "C", "H", "C", "N", "H", "H", "H", "H", "C", "N", "H", "N", "H", "Ba", "H", "O", "H", "H", "Zr", "O", "N", "C", "C", "C", "O", "N", "H"],
  "xyz": [[-0.5469, 2.9654, 1.1791], [3.3649, 3.1030, -2.2466], [-3.4588, 3.8018, 2.1294], [-1.6375, 4.6191, -0.0832], [1.1837, -4.9274, -5.1842], [-0.5277, -4.9311, -5.0009], [-1.6285, -1.2400, -3.0753], [0.0712, 4.8689, 2.3334], [-5.1076, 1.7908, 1.1351], [1.3048, -7.8525, 0.0676], [-0.2087, -4.5732, -2.4245], [-1.2782, -1.9440, 3.9412], [-0.3099, 2.9380, -1.4980], [-1.9186, -5.6821, 3.3831], [2.6430, -3.7706, 3.6472], [4.1784, 2.5430, -2.4122], [1.4293, 6.1469, -0.8332], [-1.4051, 4.1460, -4.8538], [-2.5847, 4.8131, 0.2164], [-4.2607, 5.8946, 1.4177], [-1.0988, 3.2468, 2.9235], [4.1455, -1.6173, 0.2805], [5.5153, 0.3340, 2.8121], [-2.1980, -0.4872, -3.2734], [3.1501, 3.3790, -1.3015], [-2.2972, 3.4390, 4.2279], [-5.4989, 5.0135, 2.9354], [-0.6539, -1.1187, -6.8373], [3.1586, -0.9169, -1.3102], [-2.2161, -5.1509, 4.2910], [-3.3208, 3.5272, -3.0433], [0.6221, -4.8365, -3.0856], [-1.2641, 3.9689, 0.5731], [0.3857, -4.5297, -4.5533], [3.8907, 2.4869, -4.5183], [5.4973, -2.4452, 1.5399], [-1.8111, -6.7180, 3.7075], [-4.8437, 2.7236, 0.6459], [2.5466, 3.1334, -5.3346], [-3.2837, 3.0968, -1.5316], [-1.3090, 5.5802, 5.0418], [0.1585, -0.5803, -0.7587], [1.1439, -2.9533, -2.6835], [-3.4955, 0.5592, 0.3675], [3.0412, 3.0196, -4.4643], [1.0304, -6.2954, -2.7792], [-0.0987, -0.4411, -6.3497], [4.0317, -0.8356, -0.8170], [-5.3753, 3.3565, 3.5410], [3.0762, 0.0246, 2.9110], [0.5139, -4.7644, 3.8359], [-0.9855, 4.9689, 4.0352], [3.7595, -0.6770, 2.7170], [1.4029, -4.0475, 2.9946], [-0.6171, -5.0483, 2.8408], [-4.4163, 3.8422, 1.5959], [-2.7136, -5.6337, 2.6402], [0.4043, 6.3092, 3.3090], [1.4537, 3.9756, -3.1819], [-0.0926, -0.5510, 0.7692], [3.2482, -3.1080, 3.0328], [3.0640, 2.3199, 2.9244], [-1.0146, -6.2266, 1.2641], [-1.5110, 3.7630, 3.6903], [-0.0791, 5.4484, 3.1330], [0.9306, -5.7184, 4.1743], [2.2522, -8.3365, -1.3528], [1.8831, -6.5847, -3.4036], [-1.6083, 0.1632, -3.6662], [2.4220, -3.7281, -3.0973], [-2.8247, -1.5866, 4.6601], [0.1502, -0.1497, 3.7231], [0.3124, -1.6121, -1.4954], [-1.8796, -1.3160, 4.4383], [1.5706, -3.8659, -2.5556], [-0.4004, 1.8494, 0.6741], [-0.1806, -1.6186, 1.5057], [-3.7980, 2.4754, -0.3541], [-4.7881, 5.1143, 0.0581], [-1.7294, 0.4337, -7.6931], [-0.7627, 0.7471, 2.4099], [-2.7007, 0.8878, -1.1167], [2.4746, 3.5054, 1.3947], [0.8737, -0.6131, -6.1602], [4.8199, -0.3690, -1.2256], [3.6885, 1.2607, 2.8447], [-0.4606, 2.9177, -4.5772], [0.2792, 0.8885, 5.1144], [2.6782, 3.9420, 0.5411], [-1.8122, 2.1279, -7.1702], [-0.1949, 0.1555, 4.6119], [-0.2205, 1.8116, -0.8717], [3.5415, 4.3494, 0.6893], [-2.3198, 0.6511, 5.4424], [-1.5258, -0.0775, 4.8728], [0.5276, -8.3670, -1.4829], [-0.8638, 3.7474, -4.1515], [0.2295, 0.6599, -2.5839], [-0.5301, 0.8490, -6.1750], [0.8814, 5.3479, -0.8990], [-0.0370, 1.5955, -5.3151], [-6.4962, 3.8605, 2.1550], [5.4351, 2.0441, 2.2918], [0.0554, -6.8964, 1.9823], [-3.6428, 1.0578, -0.5934], [6.1504, -1.2854, 0.4107], [2.6123, 3.4891, -3.3195], [-4.1383, 5.0677, 0.8419], [-5.6651, 3.1468, 0.0600], [2.5252, -3.2667, 4.6077], [-0.8665, -4.0364, 2.5047], [2.1136, 0.0744, 2.6195], [-5.5290, 3.9578, 2.6510], [-0.1801, -5.9258, 1.7763], [0.2820, -3.4675, -4.7871], [5.0292, 1.1864, 2.6233], [-4.4830, 0.5975, -1.1106], [1.0361, -3.9630, 0.2162], [0.1046, -4.2618, 4.7146], [3.1688, -2.1703, 0.8048], [1.3921, 4.6607, -0.3991], [0.2467, -6.9771, -3.1218], [-0.8832, 4.8461, -2.1993], [-2.8873, 3.7370, -2.2008], [-1.4900, 1.1826, -7.0727], [-0.4233, 0.6118, 1.3966], [1.3501, -7.8189, -1.0185], [0.1096, 0.6195, -1.5110], [1.3018, -6.4397, -1.3842], [5.3602, -1.7027, 0.8746], [3.1853, -4.7089, 3.7835]],
  "lowdin_charge": [0.00, 0.20, 0.12, -0.18, 0.10, 0.09, 0.03, 0.05, 0.14, 0.08, 0.12, 0.07, -0.19, -0.03, -0.07, 0.11, 0.13, 0.11, 0.04, 0.12, 0.05, -0.66, 0.09, -0.03, 0.06, 0.11, 0.09, 0.12, 0.10, 0.09, 0.11, -0.43, -0.03, -0.04, 0.13, 0.13, 0.10, -0.09, 0.13, 0.02, 0.06, -0.26, 0.02, 0.10, 0.21, -0.17, 0.18, 0.20, 0.10, 0.19, -0.17, -0.68, 0.05, -0.35, -0.46, -0.40, 0.09, 0.11, -0.11, -0.32, 0.05, 0.01, 0.09, 0.16, 0.16, 0.15, 0.11, 0.15, 0.00, 0.10, 0.11, 0.03, -0.09, 0.16, -0.11, -0.25, -0.13, -0.24, 0.11, 0.12, 0.11, 0.07, 0.05, 0.12, 0.11, -0.63, 0.05, 0.12, -0.05, 0.12, 0.15, -0.22, 0.10, 0.05, -0.68, 0.10, -0.17, 0.12, -0.60, -0.13, -0.01, 0.09, 0.11, 0.11, -0.03, 0.12, -0.59, 0.05, 0.14, 0.11, 0.10, 0.08, -0.01, -0.10, 0.06, 0.17, 0.12, 2.02, 0.15, -0.15, 0.05, 0.14, 2.29, -0.13, 0.21, 0.03, -0.07, 0.04, -0.31, 0.19, 0.11],
  "orbital_gap_ha": 0.1321,
  "total_charge": 4,
  "energy_ev": -89242.3404,
  "homo_ha": -0.5866
}

Entry 2:
{
  "formula": "C24H71N3O10",
  "method": "ωB97M-V/def2-TZVPD",
  "symbols": ["H", "H", "H", "C", "H", "H", "H", "C", "C", "H", "H", "H", "H", "C", "O", "C", "H", "H", "H", "H", "H", "H", "N", "H", "O", "C", "H", "H", "O", "O", "H", "H", "N", "H", "C", "C", "H", "H", "H", "C", "H", "H", "H", "C", "O", "H", "H", "H", "O", "H", "H", "H", "H", "H", "O", "H", "C", "H", "C", "H", "H", "H", "C", "H", "C", "H", "C", "H", "H", "H", "O", "H", "H", "H", "H", "C", "H", "C", "H", "C", "H", "H", "H", "H", "H", "H", "C", "O", "H", "H", "H", "H", "C", "C", "C", "H", "H", "H", "H", "H", "O", "N", "H", "H", "C", "H", "C", "H"],
  "xyz": [[0.2902, 5.0640, 2.3461], [4.4713, 1.4769, 0.7213], [0.1600, -4.1939, 0.1284], [-5.0629, 2.2529, 1.9792], [-8.3993, 0.4622, -1.0215], [-0.0542, 0.9210, -0.2615], [-3.4696, -0.0757, 1.9090], [2.2848, -2.9049, 4.8145], [3.2204, 3.3792, 1.8470], [0.6753, -3.1288, 1.3542], [2.4077, -0.9770, 3.7416], [-1.9264, -1.8362, 0.5382], [0.2892, -4.8042, 1.7429], [0.6862, -1.2949, -2.1637], [-2.1448, -2.7411, 0.7610], [3.7873, 2.0945, -4.3554], [3.8084, -1.3666, 4.6620], [-6.0795, 0.6084, 2.9818], [-2.1002, 2.6602, -2.8662], [-5.1073, 0.1520, 0.1381], [5.0368, 2.4521, 2.7691], [1.2102, -3.0668, 4.8999], [3.4703, 2.6255, -6.7466], [-2.4324, 4.5514, 3.7838], [3.1470, 1.6758, -3.1585], [-7.4081, 0.0917, -0.7602], [2.0814, -5.6541, -1.0534], [-0.5932, 0.0743, 2.7402], [-7.0355, 0.6295, 0.4803], [-2.4704, 1.9457, -2.3427], [2.4461, -0.7469, 5.5184], [3.1125, -2.7452, 1.0414], [-4.1034, 0.1631, 2.6582], [1.6814, 3.2208, -3.1977], [-4.6714, 2.5430, -2.9944], [1.5330, -2.2134, -3.0162], [-2.1958, 3.9262, 2.2004], [-6.0055, 2.7682, 1.7949], [0.2513, -0.4982, -2.7673], [2.1000, -8.1652, -0.1859], [4.4980, 2.9169, -4.2734], [1.2031, -0.8269, -1.3259], [2.1690, 3.1378, -5.2366], [0.7877, -4.1598, 1.0188], [-1.8891, 0.2614, 0.4170], [2.5864, 2.5475, 2.1544], [2.3645, 0.2853, -6.2384], [4.2928, 3.1306, -6.4491], [1.8788, -3.4238, -2.3266], [-7.3791, -0.9970, -0.8052], [3.0278, 3.4460, -2.1864], [0.2147, -0.9463, 1.4633], [-4.5421, 2.7106, 2.8202], [5.4072, 3.7987, 2.0774], [-0.9921, 3.1115, 3.6107], [-0.0911, 5.5465, 3.9192], [-3.6695, 2.4607, -1.8614], [1.5138, 0.7182, -4.6688], [-0.0523, 0.0574, 1.7940], [-4.0510, 1.6822, -1.2007], [-0.1561, -1.7553, -1.6471], [1.7850, 2.1987, -1.7465], [2.3578, 2.6658, -2.5477], [-4.3765, 2.4323, 1.1517], [4.7042, 2.9892, 1.8809], [-5.9848, -1.0013, 1.1016], [-0.6285, 0.8331, 0.6607], [-1.5557, 2.4571, 4.0298], [2.9812, -4.3211, 5.7405], [-0.7845, 1.8899, 0.8777], [5.0206, 2.2640, 0.7019], [-4.8039, 1.5513, -3.4269], [-5.6855, 2.8058, -2.6935], [3.8750, 1.7918, -7.1482], [1.8313, -8.9718, 0.4962], [2.7196, -1.4055, 4.6941], [1.5204, -8.0977, -1.1065], [1.8635, 1.0510, -5.6460], [1.9821, -3.3008, -1.3802], [-5.3331, 0.7588, 2.2019], [-3.5340, 3.4265, -1.3746], [-6.6820, 0.4639, -1.4829], [2.3851, -1.6050, -3.3192], [-4.3833, -0.7725, 2.9160], [-1.0426, 6.1457, 2.5521], [2.7040, -4.7178, 1.8184], [2.7815, 2.2700, -5.4815], [2.7484, -3.4261, 5.9984], [1.0197, -2.4103, -3.9575], [2.8778, 3.6351, 0.8444], [2.6863, -3.4554, 3.9637], [-4.3289, 3.2074, -3.7877], [2.2048, -4.5350, 0.8668], [-0.5718, 5.2621, 2.9831], [-5.8199, 0.0666, 0.9584], [3.5465, -5.9169, -0.1677], [0.9016, 0.4835, 2.1048], [-2.3055, 0.7767, -0.2778], [4.4634, 1.2836, -4.6261], [-2.0076, -3.2282, -0.0514], [2.0262, -6.9373, 0.5470], [2.9569, -3.4251, 0.3109], [0.9481, 1.3875, -6.1327], [3.1067, 4.1739, 2.5843], [-1.6580, 4.1756, 3.1151], [3.1136, -8.4326, -0.4848], [2.4705, -5.7932, -0.0448], [3.8914, -3.7210, 0.0675]],
  "lowdin_charge": [0.06, 0.08, 0.08, -0.05, 0.09, 0.09, 0.04, -0.34, -0.08, 0.06, 0.05, -0.02, 0.09, -0.10, -0.05, -0.21, 0.07, 0.15, 0.09, 0.11, 0.10, 0.11, 0.04, 0.11, -0.19, -0.11, 0.12, 0.09, -0.18, -0.07, 0.07, 0.08, 0.05, 0.08, -0.08, -0.29, 0.10, 0.08, 0.07, -0.08, 0.12, 0.06, 0.12, -0.06, -0.10, 0.06, 0.08, 0.05, -0.10, 0.09, 0.09, 0.06, 0.07, 0.11, -0.07, 0.07, -0.34, 0.06, -0.06, 0.08, 0.06, 0.08, -0.11, 0.06, -0.32, 0.13, -0.30, 0.09, 0.09, 0.11, -0.08, 0.08, 0.08, 0.06, 0.09, -0.06, 0.09, -0.04, 0.00, -0.43, 0.12, 0.07, 0.10, 0.07, 0.07, 0.12, -0.44, -0.07, 0.11, 0.07, 0.09, 0.07, -0.42, -0.07, -0.21, 0.12, 0.06, 0.06, 0.13, 0.03, -0.18, 0.03, 0.08, 0.07, -0.37, 0.08, -0.22, 0.09],
  "smiles": "COC[C@H](C)N.COC[C@H](C)N.COC[C@H](C)N.CCO.CCO.CCO.CCO.CCO.CCO.O",
  "orbital_gap_ha": 0.3551,
  "total_charge": 0,
  "energy_ev": -50979.9573,
  "homo_ha": -0.3433
}